(1)
{"formula": "C31H48CeN9O", "method": "ωB97M-V/def2-TZVPD", "symbols": ["Ce", "N", "C", "C", "N", "C", "C", "N", "C", "C", "N", "H", "H", "H", "H", "H", "H", "H", "H", "H", "H", "H", "H", "H", "H", "H", "H", "H", "H", "C", "C", "C", "C", "C", "C", "C", "N", "C", "N", "C", "C", "C", "C", "C", "C", "C", "N", "C", "C", "C", "C", "C", "C", "C", "H", "H", "H", "H", "H", "H", "H", "H", "H", "H", "H", "H", "H", "H", "H", "H", "H", "H", "H", "H", "H", "H", "N", "C", "C", "N", "H", "H", "H", "H", "H", "H", "H", "H", "O", "C"], "xyz": [[-1.45363, 0.11505, 0.84780], [-1.39127, 2.15213, 2.52642], [-1.75513, 1.91509, 3.92103], [-3.12236, 1.16260, 4.00872], [-3.22879, -0.03303, 3.13074], [-2.87497, -1.24179, 3.87278], [-1.37772, -1.41799, 4.21245], [-0.57590, -1.58760, 2.92251], [-4.57742, -0.25424, 2.58792], [-4.84142, 0.54271, 1.29263], [-3.79562, 0.46943, 0.22754], [-0.49342, 2.59905, 2.48038], [-1.99849, 2.77947, 2.01833], [-1.90007, 2.79383, 4.55113], [-0.97541, 1.33438, 4.43916], [-3.87832, 1.92677, 3.68712], [-3.44878, 0.93213, 5.05256], [-3.24187, -2.12039, 3.29244], [-3.46449, -1.24541, 4.82714], [-1.10186, -2.27261, 4.88119], [-1.06043, -0.51685, 4.76566], [-0.77679, -2.55213, 2.55395], [0.46661, -1.56418, 3.12222], [-5.41822, -0.06266, 3.37223], [-4.53599, -1.29460, 2.32550], [-5.01523, 1.59146, 1.55162], [-5.85336, 0.17413, 0.91130], [-3.67964, 1.41800, -0.26984], [-4.02840, -0.23871, -0.51484], [5.43214, -1.47781, -0.49475], [4.91337, -0.74308, -1.74279], [5.60215, -0.94615, -2.97881], [5.39429, -0.13969, -4.08004], [4.49599, 0.90889, -4.01775], [3.70936, 1.05209, -2.87635], [3.87854, 0.25291, -1.72685], [2.96762, 0.30566, -0.62032], [1.62164, 0.25103, -0.69012], [0.98508, -0.55160, -1.61494], [0.27479, -0.11881, -2.75240], [-0.74853, 0.84937, -2.65707], [-1.23439, 1.41136, -3.84133], [-0.71879, 1.03334, -5.15805], [0.22311, 0.01401, -5.21331], [0.67080, -0.62500, -3.97716], [1.66705, -1.77095, -4.07790], [0.91955, 0.69607, 0.31149], [1.45634, 1.64079, 1.24067], [1.38303, 2.98794, 0.97753], [2.02642, 4.00966, 1.75742], [2.62910, 3.60323, 2.95550], [2.64833, 2.21662, 3.26052], [2.17480, 1.22809, 2.39791], [2.50283, -0.21723, 2.64915], [6.54208, -1.62497, -0.59715], [5.00506, -2.47815, -0.33369], [5.23656, -0.92431, 0.43723], [6.25818, -1.81427, -3.04044], [5.89766, -0.34579, -5.01599], [4.35657, 1.54604, -4.88205], [2.82621, 1.71416, -2.91818], [3.35571, 0.52642, 0.26286], [1.67891, -1.18279, -1.93982], [-2.11081, 2.07369, -3.77885], [-1.12086, 1.49639, -6.07038], [0.54366, -0.48468, -6.13082], [1.73567, -2.06295, -5.14869], [1.30868, -2.70758, -3.54290], [2.71908, -1.50158, -3.74454], [0.96317, 3.31457, 0.03116], [1.85812, 5.07148, 1.61385], [3.05887, 4.38577, 3.58544], [3.12860, 1.83621, 4.12380], [3.56533, -0.45447, 2.40248], [1.83645, -0.85873, 1.99803], [2.28741, -0.53411, 3.70356], [-3.75155, -1.26216, -2.05256], [-3.17915, -2.63949, -2.23672], [-2.63216, -3.16585, -0.94394], [-1.49107, -2.39264, -0.41993], [-4.55947, -1.06236, -2.63902], [-3.08893, -0.57789, -2.39339], [-2.42157, -2.70140, -3.07776], [-4.02996, -3.29964, -2.49792], [-2.48883, -4.24749, -1.03556], [-3.40273, -3.16220, -0.18057], [-0.70398, -2.25548, -1.05411], [-1.16166, -2.95537, 0.37336], [-2.00630, 2.22822, -1.05339], [-1.48920, 1.12865, -1.43143]], "mulliken_charge": [1.30, -0.29, -0.63, -1.01, 0.68, -1.04, -0.69, -0.44, -0.78, -0.80, -0.24, 0.13, 0.36, 0.50, 0.27, 0.40, 0.29, 0.44, 0.44, 0.55, 0.11, 0.26, 0.14, 0.24, 0.44, 0.44, 0.43, 0.42, 0.46, -1.38, 0.78, -0.73, -0.67, -0.81, -0.10, -0.13, 0.12, -1.19, 0.86, 0.95, -0.06, -1.05, -1.08, -0.82, 0.96, -1.51, 1.19, -0.86, -0.58, -0.83, -0.72, -0.96, 2.06, -1.84, 0.46, 0.29, 0.25, 0.46, 0.44, 0.45, 0.39, 0.39, 0.45, 0.53, 0.45, 0.50, 0.44, 0.33, 0.25, 0.44, 0.45, 0.45, 0.61, 0.35, 0.00, 0.52, -0.54, -0.54, -0.79, -0.24, 0.29, -0.08, 0.19, 0.48, 0.47, 0.33, 0.09, 0.27, -0.69, 0.90], "charge": 3, "e_above_lowest_kcal_mol": 0.00, "orbital_gap_ha": [0.203, 0.203]}


(2)
{"formula": "C31H48F4N2O4S", "method": "ωB97M-V/def2-TZVPD", "symbols": ["C", "C", "C", "C", "C", "C", "C", "C", "O", "C", "C", "F", "F", "C", "F", "F", "C", "C", "C", "S", "C", "C", "C", "C", "N", "C", "C", "C", "C", "C", "C", "C", "N", "O", "H", "H", "H", "H", "H", "H", "H", "H", "H", "H", "H", "H", "H", "H", "H", "H", "H", "H", "H", "H", "H", "H", "H", "H", "H", "H", "H", "H", "H", "H", "H", "H", "C", "C", "C", "O", "H", "H", "H", "H", "H", "H", "H", "H", "C", "C", "C", "O", "H", "H", "H", "H", "H", "H", "H", "H"], "xyz": [[-8.26634, 1.14042, 5.13358], [-6.77254, 1.28651, 4.79243], [-5.96248, 0.01053, 5.16223], [-5.17383, -0.51308, 3.92451], [-4.03064, 0.47317, 3.57578], [-2.60462, -0.02356, 4.00812], [-1.77512, -0.25135, 2.74969], [-1.86079, -1.49775, 2.13005], [-2.65345, -2.47451, 2.68757], [-1.11454, -1.70396, 0.97277], [-1.10597, -3.03412, 0.24155], [-1.46252, -4.09142, 1.00881], [0.20290, -3.28013, -0.13134], [-1.91932, -3.07325, -1.07521], [-1.24502, -2.34588, -2.00350], [-3.14503, -2.52992, -0.91858], [-0.34328, -0.68696, 0.46594], [-0.24149, 0.54495, 1.06799], [-0.96346, 0.73923, 2.23424], [-0.86010, 2.28766, 3.10642], [-0.22066, 3.36160, 1.83413], [-0.38430, 4.70886, 2.05415], [0.09277, 5.61083, 1.13383], [0.71830, 5.11761, -0.00667], [1.25746, 6.06733, -0.96752], [0.87247, 3.76404, -0.23493], [1.56582, 3.34197, -1.52254], [0.63757, 3.69888, -2.74475], [0.08132, 2.46910, -3.50601], [-0.35610, 1.29219, -2.62188], [1.07304, 2.03901, -4.61510], [0.39554, 2.85093, 0.71304], [0.64205, 1.47111, 0.43036], [1.96502, 1.19221, 0.91316], [-8.31919, 0.82665, 6.18729], [-8.80825, 2.08857, 5.05954], [-8.71951, 0.34412, 4.53370], [-6.34250, 2.15857, 5.30285], [-6.62319, 1.46104, 3.71810], [-5.20910, 0.23505, 5.92939], [-6.64071, -0.78955, 5.48530], [-4.84150, -1.54926, 4.03628], [-5.88773, -0.48205, 3.08678], [-4.20186, 1.47860, 3.98075], [-4.03390, 0.59685, 2.48459], [-2.11546, 0.66543, 4.70396], [-2.74469, -0.96670, 4.54738], [-2.24999, -2.72688, 3.52843], [-2.00019, -4.12261, -1.39247], [0.21070, -0.88213, -0.44946], [-0.87623, 5.06504, 2.95653], [0.01530, 6.68477, 1.28317], [0.51684, 6.68134, -1.29513], [1.89738, 6.68358, -0.47063], [1.86747, 2.29490, -1.53363], [2.42884, 4.00796, -1.63030], [-0.20536, 4.30643, -2.39025], [1.16698, 4.32308, -3.47554], [-0.82016, 2.81011, -4.04109], [0.49172, 0.64380, -2.35378], [-1.08762, 0.68032, -3.16488], [-0.78460, 1.62627, -1.67011], [2.10659, 2.12293, -4.25931], [0.95990, 2.75318, -5.44433], [0.82556, 1.04308, -5.00017], [2.41382, 0.80065, 0.15102], [3.87122, -1.58993, -2.63961], [4.31425, -0.42543, -3.51080], [5.81619, -0.45110, -3.74600], [3.94526, 0.80607, -2.88797], [4.34837, -1.54333, -1.65581], [2.79226, -1.55299, -2.47245], [4.12062, -2.54689, -3.10035], [3.79236, -0.46438, -4.46819], [6.35659, -0.36687, -2.79876], [6.12058, 0.39438, -4.36483], [6.12318, -1.37431, -4.23977], [4.39918, 0.85654, -2.03954], [4.46496, -5.33696, -0.51509], [4.38036, -5.45268, -2.02919], [4.23106, -6.90135, -2.46779], [5.55369, -4.89022, -2.61846], [5.33688, -5.87717, -0.13511], [4.58023, -4.29369, -0.21754], [3.57073, -5.73918, -0.03621], [3.53248, -4.87041, -2.39365], [5.09534, -7.49165, -2.15028], [4.18043, -6.96802, -3.55542], [3.32972, -7.35133, -2.04838], [6.31206, -5.39450, -2.30509]], "mulliken_charge": [-1.40, -0.28, -0.70, -1.00, -0.24, -2.19, 0.53, 0.24, -0.63, -0.25, 0.95, -0.28, -0.27, 0.05, -0.21, -0.28, -0.84, -0.75, 0.85, -0.51, 1.29, -0.71, -0.92, 0.54, -0.50, 0.39, -0.28, -1.10, 0.72, -0.79, -1.56, -1.92, 1.47, -0.56, 0.35, 0.38, 0.32, 0.32, 0.27, 0.26, 0.49, 0.29, 0.41, 0.38, 0.43, 0.78, 0.53, 0.34, 0.33, 0.48, 0.39, 0.45, 0.29, 0.30, -0.11, 0.53, 0.47, 0.30, 0.37, -0.16, 0.58, 0.00, 0.23, 0.44, 0.39, 0.28, -1.07, 0.39, -1.43, -0.46, 0.38, 0.16, 0.31, 0.28, 0.36, 0.36, 0.38, 0.31, -1.26, 0.60, -1.45, -0.55, 0.36, 0.29, 0.36, 0.26, 0.35, 0.35, 0.36, 0.34], "smiles": "CCCCCCc1c(O)c(C(F)(F)C(F)F)cc2c1Sc1ccc(N)c(CCC(C)C)c1N2O.CC(C)O.CC(C)O", "orbital_gap_ha": 0.314}